1.
Below is a single C4H7N3 molecule, with properties calculated with ωB97M-V/def2-TZVPD.

```
! wB97M-V def2-TZVPD RIJCOSX def2/J DEFGRID3
* xyz 0 1
C 2.55386 0.23592 0.08093
N 1.29847 -0.55315 0.23761
C 0.11266 0.20258 -0.16165
C -1.03509 -0.47454 0.01982
C -2.57613 0.16630 -0.12795
N -1.80279 -1.39717 0.32398
N 1.26794 -1.69184 0.65712
H 3.35399 -0.38172 0.48567
H 2.46840 1.17746 0.63227
H 2.72550 0.44699 -0.97913
H 0.19044 1.20163 -0.56312
H -3.47735 -0.44163 -0.19592
H -2.65191 0.87412 0.69526
H -2.42799 0.63504 -1.10491
*
```

Summary:
* HOMO-LUMO gap: 7.944 eV
* ΔE to the lowest compared entry with this formula, charge and spin: 608.2 kJ/mol

***

2.
Below is 6 unconnected molecules or ions with the total composition C34H78N2O10 at a distorted geometry, with properties calculated with ωB97M-V/def2-TZVPD.

```
! wB97M-V def2-TZVPD RIJCOSX def2/J DEFGRID3
* xyz 0 1
C 29.57725 15.06851 20.24944
C 29.15116 16.09146 19.15080
C 30.14753 16.15791 17.99035
C 27.71583 15.75806 18.66251
C 26.61451 16.08317 19.61657
C 26.70849 17.53286 20.02019
C 28.12348 17.88337 20.60388
C 28.19375 19.44137 20.75118
C 28.32797 17.34886 22.07647
N 29.18545 17.46056 19.75269
O 30.42055 17.88876 20.18787
H 28.69344 14.79810 20.82724
H 29.87948 14.11636 19.81335
H 30.33361 15.24793 21.01353
H 30.00138 16.79226 17.11608
H 31.16433 16.45760 18.24410
H 30.33324 15.21018 17.48496
H 27.55736 16.24871 17.70217
H 27.76224 14.68275 18.49036
H 25.59428 15.91497 19.27169
H 26.66394 15.55842 20.57066
H 25.89301 17.64164 20.73522
H 26.59621 18.12781 19.11381
H 29.01708 19.94271 21.25998
H 27.29428 19.95262 21.09421
H 28.25407 19.78383 19.71813
H 28.38258 16.28027 22.28437
H 27.57168 17.74836 22.75214
H 29.28769 17.62557 22.51290
H 30.66416 18.57502 19.56233
C 23.42109 24.01575 23.18592
C 23.72345 22.60315 23.58698
C 23.63242 21.76114 22.28176
C 25.22602 22.58124 24.04099
C 25.55507 21.18655 24.75683
C 24.59814 20.98257 25.93739
C 23.03722 21.15114 25.65287
C 22.51131 19.72462 25.17057
C 22.28923 21.44009 27.08021
N 22.75665 22.20641 24.60830
O 21.36804 22.30100 24.31477
H 23.39997 24.76675 23.97565
H 24.00351 24.31858 22.31576
H 22.40580 24.11320 22.80148
H 22.63659 21.74408 21.83889
H 24.39624 22.09661 21.58023
H 23.88945 20.72547 22.50403
H 25.99107 22.75547 23.28439
H 25.32512 23.25132 24.89497
H 25.48118 20.27337 24.16629
H 26.57553 21.23815 25.13643
H 24.76103 21.72833 26.71548
H 24.72550 19.96662 26.31119
H 22.58800 19.05984 26.03098
H 22.93739 19.27807 24.27216
H 21.44306 19.82362 24.97786
H 21.46617 22.15461 27.06900
H 23.03261 21.80913 27.78682
H 21.72227 20.61197 27.50551
H 21.11741 21.57563 23.73803
C 26.44984 23.10648 19.59181
O 26.64331 24.38976 18.98602
C 27.53077 25.11091 19.84700
C 27.69121 26.48978 19.41508
O 28.87720 27.07499 19.98872
C 28.78341 28.51037 19.97464
H 25.69873 23.14225 20.38090
H 27.32462 22.59327 19.99114
H 26.01997 22.45622 18.82993
H 28.47363 24.57563 19.95916
H 27.10163 25.11641 20.84896
H 26.77757 27.07196 19.53522
H 27.88780 26.51050 18.34315
H 29.61921 28.97987 20.49340
H 27.88813 28.90771 20.45285
H 29.00544 28.94297 18.99910
C 30.85083 26.46431 16.70969
O 30.89957 25.74884 15.53034
C 31.54566 26.53357 14.54347
C 31.85507 25.65636 13.27678
O 33.05293 25.13828 12.83836
C 33.79338 24.17968 13.65838
H 30.02272 27.17304 16.71522
H 31.75134 27.05984 16.85977
H 30.82372 25.73665 17.52079
H 32.49534 27.02625 14.75197
H 31.02034 27.46023 14.31227
H 31.55376 26.20283 12.38308
H 31.20122 24.78512 13.23793
H 34.42039 23.53449 13.04300
H 33.19232 23.64139 14.39123
H 34.43201 24.80689 14.28036
C 25.75673 28.57344 24.17434
O 24.66276 29.00907 23.33479
C 25.11793 28.76901 21.98884
C 23.94080 28.94492 21.01136
O 23.38212 27.71292 20.55709
C 22.55723 27.12903 21.53474
H 26.75965 28.90523 23.90569
H 25.73842 27.48911 24.06477
H 25.62425 28.92535 25.19742
H 25.35459 27.70557 21.95433
H 26.03132 29.35230 21.87222
H 24.34652 29.39892 20.10726
H 23.24431 29.66133 21.44697
H 21.57834 27.60174 21.61484
H 22.99460 26.86954 22.49883
H 22.12663 26.21169 21.13330
C 26.80585 29.35597 17.41444
O 26.98831 30.10059 16.25253
C 28.25324 30.77254 16.22263
C 28.79949 30.65135 14.82394
O 29.79687 31.66901 14.61249
C 30.14169 31.91198 13.27783
H 26.95252 30.03230 18.25656
H 27.58012 28.59916 17.54028
H 25.81241 28.90801 17.39144
H 28.90990 30.42967 17.02221
H 28.13048 31.83366 16.43956
H 27.98197 30.82158 14.12339
H 29.26358 29.68405 14.63145
H 30.51614 31.02306 12.77017
H 30.95937 32.63221 13.30536
H 29.34785 32.33946 12.66530
*
```

Summary:
* SMILES: CC1(C)CCCC(C)(C)N1O.CC1(C)CCCC(C)(C)N1O.COCCOC.COCCOC.COCCOC.COCCOC
* HOMO-LUMO gap: 8.676 eV
* ΔE to the lowest compared entry with this formula, charge and spin: 73.7 kJ/mol

***

3.
Below is a molecular structure, C2H13BeO5 at a distorted geometry, with properties calculated with ωB97M-V/def2-TZVPD.

```
! wB97M-V def2-TZVPD RIJCOSX def2/J DEFGRID3
* xyz 1 1
Be -0.20139 -0.20974 -0.78825
C -0.01930 -1.40339 1.62740
C -0.82922 -0.10786 1.62336
O -1.17207 0.20926 0.30393
H 0.04700 -1.63183 2.63140
H 1.03588 -1.31297 1.25021
H -0.54438 -2.26536 1.16147
H -0.20438 0.69936 2.02096
H -1.78147 -0.25560 2.11007
O 0.29363 2.76438 0.06268
H -0.56153 2.48450 0.40240
H 0.71536 3.22426 0.78840
O 1.38813 0.32258 -0.52105
H 2.23892 0.01954 -0.86134
H 1.76299 0.80850 0.22693
O -0.19172 -1.78464 -1.30306
H 0.64930 -2.26522 -1.08287
H -0.46367 -2.34926 -2.05553
O -0.72535 0.69518 -2.29095
H -1.25139 1.52369 -2.25994
H -0.18535 0.83460 -3.04624
*
```

Summary:
* HOMO-LUMO gap: 8.964 eV
* ΔE to the lowest compared entry with this formula, charge and spin: 5.4 kJ/mol

***

4.
Below is 2 unconnected molecules or ions with the total composition C3H8O4 at a distorted geometry, with properties calculated with ωB97M-V/def2-TZVPD.

```
! wB97M-V def2-TZVPD RIJCOSX def2/J DEFGRID3
* xyz 0 1
O 0.27477 -0.66531 1.34562
C -0.38993 -1.33408 0.63545
O -1.52455 -1.96629 1.08598
C 0.03506 -1.87605 -0.76182
C 0.86271 -0.81684 -1.45227
O -0.00907 0.19166 -2.02791
H -1.46132 -2.91206 0.94810
H -0.87846 -2.16380 -1.27046
H 0.66843 -2.73862 -0.54036
H 1.45158 -1.27624 -2.25424
H 1.56840 -0.29403 -0.80598
H 0.64745 0.83051 -2.32000
O 0.56728 5.06790 1.29204
H 0.42622 5.62860 0.55663
H 0.40938 5.59393 2.05622
*
```

Summary:
* SMILES: O=C(O)CCO.O
* HOMO-LUMO gap: 11.056 eV
* ΔE to the lowest compared entry with this formula, charge and spin: 112.3 kJ/mol

***

Copy entry 4 word for word.
Below is 2 unconnected molecules or ions with the total composition C3H8O4 at a distorted geometry, with properties calculated with ωB97M-V/def2-TZVPD.

```
! wB97M-V def2-TZVPD RIJCOSX def2/J DEFGRID3
* xyz 0 1
O 0.27477 -0.66531 1.34562
C -0.38993 -1.33408 0.63545
O -1.52455 -1.96629 1.08598
C 0.03506 -1.87605 -0.76182
C 0.86271 -0.81684 -1.45227
O -0.00907 0.19166 -2.02791
H -1.46132 -2.91206 0.94810
H -0.87846 -2.16380 -1.27046
H 0.66843 -2.73862 -0.54036
H 1.45158 -1.27624 -2.25424
H 1.56840 -0.29403 -0.80598
H 0.64745 0.83051 -2.32000
O 0.56728 5.06790 1.29204
H 0.42622 5.62860 0.55663
H 0.40938 5.59393 2.05622
*
```

Summary:
* SMILES: O=C(O)CCO.O
* HOMO-LUMO gap: 11.056 eV
* ΔE to the lowest compared entry with this formula, charge and spin: 112.3 kJ/mol

***

Which of these has the highest ΔE to the lowest compared entry with this formula, charge and spin? C4H7N3